[1]
Density functional theory data (ωB97M-V with the def2-TZVPD basis set) for C3H6N2O in the gas phase at a distorted geometry.

The value obtained for the calculated total energy is -302.6117 a.u. The HOMO-LUMO gap is 10.72 eV. As for the energy relative to the best compared isomer or geometry (same formula, charge and spin): 213.78 kJ/mol. As for the HOMO energy: -10.5 eV. As for the SMILES: N#C[C@@H](N)CO. For the molar mass, the calculation gives 86.09 g/mol. As for the spin multiplicity: 1. The value obtained for the LUMO energy is 0.214 eV.

Cartesian coordinates (Å):
1 N 0.9072 -1.1295 0.1101
2 C -0.1252 -0.1742 0.3728
3 C -0.1442 0.9891 -0.5935
4 O 0.9964 1.7917 -0.4878
5 C -1.5390 -0.7478 0.4004
6 N -2.2320 -0.9070 1.3101
7 H 0.9974 -1.7835 0.8839
8 H 0.7012 -1.6529 -0.7339
9 H -0.0147 0.1905 1.3967
10 H -0.2956 0.5744 -1.6049
11 H -1.0104 1.6108 -0.3431
12 H 1.7588 1.2384 -0.7108

Cartesian forces (eV/Å) of the 2 atoms listed first:
N 0.19 -0.17 -0.11
C -0.15 0.14 -0.36

Atom charges from the Mulliken analysis, given in e for atoms 1 to 4: number 1, N, carries -0.623; number 2, C, carries 0.467; number 3, C, carries -0.740; number 4, O, carries -0.512

---

[2]
Density functional theory data (ωB97M-V with the def2-TZVPD basis set) for 2 unconnected molecules or ions with the total composition C3H6N2O at a distorted geometry.

The value obtained for the calculated total energy is -302.3882 a.u. The HOMO-LUMO gap (alpha / beta) is 6.24 / 9.82 eV. As for the energy relative to the best compared isomer or geometry (same formula, charge and spin): 267.20 kJ/mol. As for the HOMO energy (alpha / beta): -5.3 / -11.6 eV. For the molar mass, the calculation gives 86.09 g/mol. As for the spin multiplicity: 3. The value obtained for the LUMO energy (alpha / beta) is 0.954 / -1.820 eV.

Cartesian coordinates (Å):
1 C -0.1278 -1.3196 -0.3324
2 C 0.4906 -0.1458 -0.5491
3 C 1.7556 0.3992 0.0384
4 N -2.3897 0.7281 0.5353
5 N -1.3074 1.0026 0.7154
6 O -3.5394 0.6912 0.4596
7 H -1.1193 -1.4323 -0.8305
8 H -0.0030 -1.9081 0.5401
9 H 0.1407 0.3992 -1.4119
10 H 2.2949 -0.3222 0.5624
11 H 1.2974 1.0298 0.8695
12 H 2.5075 0.8779 -0.5966

Cartesian forces (eV/Å) of the 2 atoms listed first:
C -4.65 -6.32 0.50
C 4.50 7.11 -2.71

Atom charges from the Mulliken analysis, given in e for atoms 1 to 4: number 1, C, carries -0.933; number 2, C, carries 0.027; number 3, C, carries -0.951; number 4, N, carries 0.759

---

[3]
Density functional theory data (ωB97M-V with the def2-TZVPD basis set) for 2 unconnected molecules or ions with the total composition C3H6N2O2 at a distorted geometry.

The value obtained for the calculated total energy is -377.7802 a.u. The HOMO-LUMO gap is 9.76 eV. As for the energy relative to the best compared isomer or geometry (same formula, charge and spin): 470.32 kJ/mol. As for the HOMO energy: -9.0 eV. As for the SMILES: C=CN=C=O.NO. For the molar mass, the calculation gives 102.09 g/mol. As for the spin multiplicity: 1. The value obtained for the LUMO energy is 0.720 eV.

Cartesian coordinates (Å):
1 C -1.7569 0.0215 -0.4450
2 N 0.9499 -0.7246 -0.5737
3 C 0.9617 0.9274 0.5861
4 C -1.4142 0.6989 0.6845
5 O 1.9572 -1.5404 0.0118
6 N -0.1997 1.2134 0.9619
7 O 2.1033 1.0941 0.8592
8 H 2.5433 -0.8943 0.4484
9 H 1.1721 -0.6197 -1.5643
10 H -2.1202 0.8246 1.4977
11 H -0.1281 -1.0536 -0.4803
12 H -1.2718 0.2690 -1.3783
13 H -2.7965 -0.2163 -0.6079

Cartesian forces (eV/Å) of the 2 atoms listed first:
C -0.98 1.62 0.13
N -1.74 -0.27 0.44

Atom charges from the Mulliken analysis, given in e for atoms 1 to 4: number 1, C, carries -1.135; number 2, N, carries -0.374; number 3, C, carries 0.821; number 4, C, carries 0.165

---

[4]
Density functional theory data (ωB97M-V with the def2-TZVPD basis set) for a molecular structure, C3H6N2O2 at a distorted geometry.

The value obtained for the calculated total energy is -377.8628 a.u. The HOMO-LUMO gap is 9.17 eV. As for the energy relative to the best compared isomer or geometry (same formula, charge and spin): 253.47 kJ/mol. As for the HOMO energy: -8.4 eV. For the molar mass, the calculation gives 102.09 g/mol. As for the spin multiplicity: 1. The value obtained for the LUMO energy is 0.800 eV.

Cartesian coordinates (Å):
1 C 0.3740 -0.8218 0.7709
2 N -0.7932 -1.3211 0.1371
3 C 0.7277 0.6165 -0.4706
4 N 0.9859 1.7727 0.1879
5 C -1.5412 -0.4869 -0.5811
6 O 1.2147 0.2612 -1.5062
7 O -1.1984 0.7249 -0.6588
8 H -0.9041 -2.3198 0.0114
9 H 1.7328 2.3384 -0.1859
10 H 0.4213 1.9856 0.9976
11 H 0.1404 -0.2487 1.6652
12 H 1.1447 -1.5806 0.8572
13 H -2.3045 -0.9204 -1.2248

Cartesian forces (eV/Å) of the 2 atoms listed first:
C -0.24 2.96 -1.86
N -0.59 -1.10 0.05

Atom charges from the Mulliken analysis, given in e for atoms 1 to 4: number 1, C, carries -0.658; number 2, N, carries -0.073; number 3, C, carries 0.612; number 4, N, carries -0.403

---

[5]
Density functional theory data (ωB97M-V with the def2-TZVPD basis set) for C3H6N2O2 in the gas phase.

The value obtained for the calculated total energy is -377.9112 a.u. The HOMO-LUMO gap is 10.79 eV. As for the energy relative to the best compared isomer or geometry (same formula, charge and spin): 126.43 kJ/mol. As for the HOMO energy: -9.9 eV. As for the SMILES: [H]/N=C/OCC(N)=O. For the molar mass, the calculation gives 102.09 g/mol. As for the spin multiplicity: 1. The value obtained for the LUMO energy is 0.908 eV.

Cartesian coordinates (Å):
1 N 2.0382 0.8678 0.3062
2 C 1.1036 0.0456 -0.2634
3 O 1.0658 -0.1958 -1.4503
4 C 0.1753 -0.6312 0.7524
5 O -0.8288 -1.3572 0.0810
6 C -1.7457 -0.5996 -0.5449
7 N -1.8010 0.6570 -0.4290
8 H 2.5950 1.4137 -0.3359
9 H 1.8904 1.2608 1.2229
10 H -0.2627 0.1075 1.4360
11 H 0.7413 -1.3684 1.3298
12 H -2.4053 -1.2415 -1.1259
13 H -2.5659 1.0411 -0.9787

Cartesian forces (eV/Å) of the 2 atoms listed first:
N -0.05 0.13 -0.12
C 0.14 -0.03 -0.07

Atom charges from the Mulliken analysis, given in e for atoms 1 to 4: number 1, N, carries -0.412; number 2, C, carries 0.544; number 3, O, carries -0.582; number 4, C, carries -0.492

---

[6]
Density functional theory data (ωB97M-V with the def2-TZVPD basis set) for C3H6N2O2 in the gas phase.

The value obtained for the calculated total energy is -377.9322 a.u. The HOMO-LUMO gap is 10.63 eV. As for the energy relative to the best compared isomer or geometry (same formula, charge and spin): 71.13 kJ/mol. As for the HOMO energy: -9.9 eV. As for the SMILES: NC(=O)CNC=O. For the molar mass, the calculation gives 102.09 g/mol. As for the spin multiplicity: 1. The value obtained for the LUMO energy is 0.699 eV.

Cartesian coordinates (Å):
1 C 1.2469 0.7323 -1.4291
2 N 0.5842 0.7956 -0.2269
3 C -0.8062 0.3161 -0.1490
4 C -1.0442 -0.7887 0.8685
5 N -0.0186 -1.0485 1.7120
6 O -2.0787 -1.4212 0.8408
7 O 2.1243 1.4824 -1.7718
8 H 0.9327 -0.1261 -2.0493
9 H 0.7360 1.6788 0.2524
10 H -1.4319 1.1756 0.0998
11 H -1.1508 0.0049 -1.1322
12 H -0.2247 -1.5684 2.5484
13 H 0.8630 -0.5683 1.6567

Cartesian forces (eV/Å) of the 2 atoms listed first:
C 0.20 -0.19 -0.04
N -0.56 0.38 -0.03

Atom charges from the Mulliken analysis, given in e for atoms 1 to 4: number 1, C, carries 0.007; number 2, N, carries -0.219; number 3, C, carries -0.351; number 4, C, carries 0.360

---

[7]
Density functional theory data (ωB97M-V with the def2-TZVPD basis set) for 2 unconnected molecules or ions with the total composition C3H6N2O2 at a distorted geometry.

The value obtained for the calculated total energy is -377.6966 a.u. The HOMO-LUMO gap is 10.04 eV. As for the energy relative to the best compared isomer or geometry (same formula, charge and spin): 689.79 kJ/mol. As for the HOMO energy: -9.3 eV. As for the SMILES: C=[N+]([O-])O.C=C=N. For the molar mass, the calculation gives 102.09 g/mol. As for the spin multiplicity: 1. The value obtained for the LUMO energy is 0.780 eV.

Cartesian coordinates (Å):
1 C -2.1602 -0.7972 0.6417
2 C -1.6837 -1.3423 1.6714
3 C 0.9493 1.0268 -0.6512
4 N -1.2205 -1.9783 2.5993
5 N 2.1260 1.2120 -1.1007
6 O 1.9941 0.9449 -2.4753
7 O 3.2181 1.6185 -0.6669
8 H -2.6663 0.0976 0.9219
9 H -2.2606 -1.2644 -0.2981
10 H 0.7147 0.9884 0.4119
11 H 0.0523 0.7015 -1.2896
12 H -1.8040 -2.4904 3.2440
13 H 2.7407 1.2830 -3.0084

Cartesian forces (eV/Å) of the 2 atoms listed first:
C -1.15 1.99 -1.26
C 0.97 -3.33 2.67

Atom charges from the Mulliken analysis, given in e for atoms 1 to 4: number 1, C, carries -1.099; number 2, C, carries 0.733; number 3, C, carries -0.376; number 4, N, carries -0.486

---

[8]
Density functional theory data (ωB97M-V with the def2-TZVPD basis set) for C3H6N2O2 in the gas phase at a distorted geometry.

The value obtained for the calculated total energy is -377.8579 a.u. The HOMO-LUMO gap is 10.66 eV. As for the energy relative to the best compared isomer or geometry (same formula, charge and spin): 266.22 kJ/mol. As for the HOMO energy: -9.8 eV. As for the SMILES: [H]/N=C/OCC(N)=O. For the molar mass, the calculation gives 102.09 g/mol. As for the spin multiplicity: 1. The value obtained for the LUMO energy is 0.814 eV.

Cartesian coordinates (Å):
1 N -1.4775 0.7674 -0.2687
2 C -1.2619 -0.1529 0.6653
3 O -2.1400 -0.5873 1.4259
4 C 0.0396 -0.7943 1.0320
5 O 1.2956 -0.0622 0.9088
6 C 1.7479 0.3109 -0.3052
7 N 1.0642 0.3244 -1.3771
8 H -2.4195 1.1192 -0.3235
9 H -0.7880 0.8982 -0.9995
10 H 0.1769 -1.7415 0.5059
11 H -0.6537 -1.0371 1.9962
12 H 2.7984 0.6298 -0.2468
13 H 1.6225 0.6487 -2.1649

Cartesian forces (eV/Å) of the 2 atoms listed first:
N -0.09 0.10 -0.08
C -0.93 -0.05 -0.04

Atom charges from the Mulliken analysis, given in e for atoms 1 to 4: number 1, N, carries -0.331; number 2, C, carries 0.446; number 3, O, carries -0.636; number 4, C, carries -0.271

---

[9]
Density functional theory data (ωB97M-V with the def2-TZVPD basis set) for C3H6N2O2 in the gas phase.

The value obtained for the calculated total energy is -377.9096 a.u. The HOMO-LUMO gap is 10.69 eV. As for the energy relative to the best compared isomer or geometry (same formula, charge and spin): 130.52 kJ/mol. As for the HOMO energy: -10.0 eV. As for the SMILES: [H]/N=C(/NC=O)OC. For the molar mass, the calculation gives 102.09 g/mol. As for the spin multiplicity: 1. The value obtained for the LUMO energy is 0.643 eV.

Cartesian coordinates (Å):
1 C -1.8246 0.0679 -1.0532
2 O -1.1908 -0.0549 0.2092
3 C 0.1618 -0.0797 0.1915
4 N 0.9588 -0.0638 -0.7921
5 N 0.6192 -0.1178 1.5022
6 C 1.9484 0.0244 1.8500
7 O 2.3238 0.0476 2.9987
8 H -2.8953 0.0949 -0.8551
9 H -1.5930 -0.7892 -1.6950
10 H -1.5199 0.9961 -1.5494
11 H 0.4831 -0.0227 -1.6870
12 H -0.0595 -0.1704 2.2491
13 H 2.6012 0.1164 0.9699

Cartesian forces (eV/Å) of the 2 atoms listed first:
C -0.13 0.01 -0.23
O 0.17 -0.01 0.08

Atom charges from the Mulliken analysis, given in e for atoms 1 to 4: number 1, C, carries -0.856; number 2, O, carries -0.355; number 3, C, carries 0.702; number 4, N, carries -0.684

---

[10]
Density functional theory data (ωB97M-V with the def2-TZVPD basis set) for 2 unconnected molecules or ions with the total composition C3H6N2O2 at a distorted geometry.

The value obtained for the calculated total energy is -377.7789 a.u. The HOMO-LUMO gap is 9.58 eV. As for the energy relative to the best compared isomer or geometry (same formula, charge and spin): 473.64 kJ/mol. As for the HOMO energy: -9.9 eV. As for the SMILES: [H]/N=C/C.O=C=NO. For the molar mass, the calculation gives 102.09 g/mol. As for the spin multiplicity: 1. The value obtained for the LUMO energy is -0.278 eV.

Cartesian coordinates (Å):
1 C 0.2712 0.9624 2.0809
2 N 0.9119 -1.0084 -1.4431
3 C -0.2768 -1.2097 -1.4551
4 C -0.4034 0.7333 0.7672
5 O 1.6828 -1.6835 -2.4161
6 N -1.6132 1.1219 0.5721
7 O -1.3996 -1.5131 -1.6218
8 H 1.1290 -1.7983 -3.2087
9 H 0.2885 0.4654 -0.1063
10 H -1.9356 0.8767 -0.3714
11 H -0.3955 1.4632 2.7843
12 H 0.5875 0.0014 2.4935
13 H 1.1533 1.5886 1.9246

Cartesian forces (eV/Å) of the 2 atoms listed first:
C -0.06 -0.13 -0.04
N 1.81 0.62 0.27

Atom charges from the Mulliken analysis, given in e for atoms 1 to 4: number 1, C, carries -1.031; number 2, N, carries -0.311; number 3, C, carries 0.667; number 4, C, carries 0.280

---

[11]
Density functional theory data (ωB97M-V with the def2-TZVPD basis set) for C3H6N2O2 in the gas phase.

The value obtained for the calculated total energy is -377.8668 a.u. The HOMO-LUMO gap is 9.07 eV. As for the energy relative to the best compared isomer or geometry (same formula, charge and spin): 242.98 kJ/mol. As for the HOMO energy: -8.2 eV. As for the SMILES: [H]/N=C/O/C=C(\N)O. For the molar mass, the calculation gives 102.09 g/mol. As for the spin multiplicity: 1. The value obtained for the LUMO energy is 0.860 eV.

Cartesian coordinates (Å):
1 N -1.3766 0.9079 -0.2992
2 C -1.1119 -0.1451 0.5606
3 O -2.1973 -0.8537 0.9697
4 C 0.1251 -0.4642 0.9486
5 O 1.1856 0.4236 0.7669
6 C 1.8127 0.4312 -0.4122
7 N 1.4307 -0.2302 -1.4218
8 H -2.3545 0.9503 -0.5596
9 H -0.7831 0.7886 -1.1171
10 H 0.3902 -1.4080 1.4082
11 H -1.8829 -1.4246 1.6867
12 H 2.6702 1.1060 -0.3527
13 H 2.0917 -0.0819 -2.1781

Cartesian forces (eV/Å) of the 2 atoms listed first:
N -0.13 -0.36 -0.13
C 0.39 0.00 -0.02

Atom charges from the Mulliken analysis, given in e for atoms 1 to 4: number 1, N, carries -0.571; number 2, C, carries 0.603; number 3, O, carries -0.506; number 4, C, carries -0.476

---

[12]
Density functional theory data (ωB97M-V with the def2-TZVPD basis set) for C3H6N2O2 in the gas phase at a distorted geometry.

The value obtained for the calculated total energy is -377.8843 a.u. The HOMO-LUMO gap is 10.60 eV. As for the energy relative to the best compared isomer or geometry (same formula, charge and spin): 197.07 kJ/mol. As for the HOMO energy: -10.1 eV. As for the SMILES: NCC(=O)NC=O. For the molar mass, the calculation gives 102.09 g/mol. As for the spin multiplicity: 1. The value obtained for the LUMO energy is 0.534 eV.

Cartesian coordinates (Å):
1 O 0.1798 -0.8613 -1.8143
2 C 0.0399 -0.2628 -0.7956
3 N 0.2688 1.1500 -0.7862
4 C -0.2431 2.1610 -0.0081
5 O 0.4286 3.0533 0.4367
6 C -0.1977 -0.8126 0.5996
7 N 0.0193 -2.2449 0.6805
8 H 0.3638 1.2698 -1.7964
9 H -1.3219 2.2374 0.2169
10 H 0.4757 -0.1890 1.2101
11 H -1.2181 -0.5154 0.9001
12 H 0.4909 -2.4579 -0.2013
13 H 0.7139 -2.5276 1.3580

Cartesian forces (eV/Å) of the 2 atoms listed first:
O 0.10 -0.84 -0.69
C -0.21 1.64 2.11

Atom charges from the Mulliken analysis, given in e for atoms 1 to 4: number 1, O, carries -0.578; number 2, C, carries 0.541; number 3, N, carries -0.201; number 4, C, carries 0.031

---

> Which of these has the highest energy relative to the best compared isomer or geometry (same formula, charge and spin)?

number 7